A structure of composition C30H48N4O8P2SScSe2Te2 at a distorted geometry. Source: the OMol25 dataset; level of theory: ωB97M-V/def2-TZVPD.

```
98
Properties=species:S:1:pos:R:3:forces:R:3
Sc 0.51793 0.54345 -2.68672 -1.6 0.1 1.1
N 0.63352 4.83468 -0.78334 -0.8 -0.6 0.3
C 0.77267 5.10763 0.61444 0.3 0.0 -0.7
C 0.57810 6.37231 1.13711 0.1 0.5 0.5
C 0.80867 6.55689 2.51066 -0.6 0.3 -0.7
C 1.09617 5.48136 3.33734 0.3 0.3 0.2
C 1.33426 4.22530 2.80436 -0.2 -0.1 -1.7
C 1.23216 4.04941 1.39532 -0.6 0.9 0.9
S 1.68754 2.62315 0.51214 0.7 -1.2 -0.2
N 0.53279 2.47642 -0.75006 0.0 0.0 0.6
C 0.08987 3.58839 -1.16611 0.4 0.7 -0.7
C -0.91169 3.56805 -2.26502 -0.5 0.5 -1.5
C -1.58893 4.73387 -2.67381 0.5 -0.2 -0.1
C -2.31114 4.75836 -3.88130 0.4 -0.4 1.6
C -2.48290 3.55761 -4.52341 -1.2 -0.2 -1.1
C -1.91291 2.42469 -4.00054 0.4 -0.5 0.1
N -1.07186 2.42220 -2.97144 0.5 0.0 0.6
H 0.32572 5.60174 -1.35753 0.0 0.1 0.2
H 0.32610 7.23556 0.49059 0.1 -0.7 0.4
H 0.70137 7.56139 2.91502 0.0 -0.3 0.0
H 1.18638 5.66701 4.40290 0.1 -0.2 -0.1
H 1.63474 3.39399 3.40934 0.0 -0.3 0.2
H -1.48117 5.63260 -2.06949 -0.2 -0.1 -0.3
H -2.77411 5.67170 -4.18382 -0.2 0.3 -0.4
H -3.12294 3.40087 -5.41490 0.5 0.5 0.6
H -2.14253 1.47155 -4.47564 0.4 0.1 0.1
C 1.41786 -4.97090 0.49445 0.2 -0.8 -0.4
C 1.96902 -4.14753 -0.63014 0.7 0.3 -0.6
C 1.64431 -4.90078 -1.90976 0.9 -0.2 -0.1
O 1.38471 -2.84251 -0.84387 -1.0 0.5 0.2
P 1.40588 -1.50912 0.02077 0.6 -1.3 0.2
O 0.91738 -0.38153 -0.82022 0.6 -0.3 0.2
C 0.30812 -1.78787 1.46603 0.5 0.9 -0.5
P -0.05229 -0.19958 2.34242 0.5 -0.3 0.2
O -0.76360 0.78242 1.52480 0.3 -0.1 0.0
O 1.40063 0.25853 2.84869 -0.8 -0.3 -0.3
C 2.19612 -0.03536 4.02953 0.5 0.3 -0.1
C 2.26792 -1.49754 4.44445 -0.5 -0.5 -1.0
C 1.78931 0.86544 5.17291 0.0 0.2 0.1
O -0.85530 -0.70329 3.60713 0.5 0.1 0.3
C -2.02411 -0.05380 4.18304 -0.5 0.2 0.2
C -2.05569 1.47850 4.03868 -0.1 -0.4 0.0
C -3.21235 -0.74597 3.57292 1.3 -1.7 -1.1
O 2.88980 -1.47661 0.58038 -0.5 0.1 -0.4
C 4.12833 -1.25593 -0.25121 -0.2 0.3 1.6
C 5.25338 -2.00554 0.41656 0.4 -1.2 -0.4
C 4.42697 0.21490 -0.15485 0.9 0.1 -0.9
H 0.34370 -5.00058 0.36123 -0.3 -0.2 0.3
H 1.68289 -4.67129 1.48954 0.1 0.3 0.5
H 1.84644 -5.98734 0.29908 -0.6 0.7 0.5
H 3.04242 -3.97996 -0.48457 -0.1 -0.1 -0.2
H 0.57121 -5.07766 -1.90286 -0.1 -0.4 -0.1
H 2.23360 -5.84885 -1.92450 -0.7 0.6 -0.2
H 1.86626 -4.29855 -2.78778 0.2 0.0 0.0
H 0.75926 -2.51095 2.13152 0.2 -0.1 0.2
H -0.60852 -2.24604 1.08489 0.0 0.3 -0.1
H 3.19932 0.27594 3.70478 -0.2 -0.2 0.0
H 1.36689 -1.80830 4.97954 0.0 0.0 0.0
H 3.13685 -1.69881 5.06784 0.0 0.2 0.1
H 2.37398 -2.13858 3.54466 0.0 0.3 0.5
H 0.71003 0.87578 5.34167 0.1 -0.4 0.1
H 2.05491 1.90967 4.98284 0.2 -0.2 0.1
H 2.32544 0.49210 6.05518 -0.3 0.4 0.0
H -1.97179 -0.31925 5.24844 0.2 0.1 -0.2
H -2.32888 1.80616 3.01888 0.4 -0.2 0.6
H -1.07207 1.84299 4.33612 0.0 0.4 -0.2
H -2.77931 1.89579 4.75307 0.1 -0.2 -0.1
H -3.24974 -0.52818 2.50568 -0.2 0.3 0.0
H -4.12357 -0.52719 4.04592 -1.2 0.5 0.6
H -3.04174 -1.85366 3.60969 -0.2 0.8 0.3
H 3.98617 -1.56939 -1.27092 -0.4 -0.3 -0.4
H 5.43349 -1.67169 1.42506 0.0 0.5 0.4
H 6.14582 -1.78373 -0.18437 -0.1 -0.2 0.3
H 5.17038 -3.10976 0.50412 -0.3 0.6 -0.4
H 4.28626 0.55162 0.86838 0.2 0.1 0.1
H 3.78374 0.76626 -0.82817 -0.1 0.3 0.0
H 5.49219 0.34307 -0.49541 -1.0 0.2 0.4
Se 2.58559 1.17731 -3.61384 2.1 1.2 -0.1
Te -1.58528 -3.64597 -7.62360 0.3 0.8 -0.6
Te -2.19234 -5.48794 -6.08789 -0.2 -0.9 0.6
Se 1.49162 -0.20473 -5.10110 -0.8 -0.2 0.1
O -0.72576 -1.15111 -2.89437 -0.4 -0.1 -0.2
C -1.78486 -0.92171 -2.22706 0.2 -1.0 -0.4
O -2.08492 0.04284 -1.54658 0.6 0.3 0.2
C -2.85482 -1.98806 -2.39420 -2.0 -0.8 0.8
N -2.89469 -2.74413 -3.69873 -0.7 0.0 0.1
C -4.38827 -3.10382 -3.91560 1.0 0.9 -1.1
C -5.19261 -1.95475 -3.32078 0.5 -0.4 0.2
C -4.22444 -1.25356 -2.33863 0.4 0.5 -0.9
H -2.84717 -2.81858 -1.66108 0.4 0.7 0.1
H -2.32844 -3.59397 -3.70832 0.1 0.1 0.2
H -2.48520 -2.17842 -4.42766 0.0 0.4 -0.6
H -4.53034 -4.02892 -3.41380 -0.1 -0.7 0.6
H -4.57209 -3.27126 -4.98059 0.2 0.0 0.2
H -6.06154 -2.42920 -2.87344 -0.2 0.4 0.2
H -5.51348 -1.25967 -4.09665 -0.1 -0.1 0.1
H -4.55505 -1.12877 -1.31557 -0.2 -0.2 0.1
H -3.98577 -0.23127 -2.69882 -0.5 -0.5 0.3
```
Forces are in eV/Å.

Properties
**Gap between HOMO and LUMO (spin up / spin down)**: 3.410 / 3.588 eV
**LUMO level (spin up / spin down)**: -4.66 / -4.48 eV
**F_max**: 2.455 eV/Å
**Total energy**: -9173.5435 Ha
**Total charge**: +1
**Multiplicity**: 1
**HOMO (spin up / spin down)**: -8.07 / -8.07 eV

From a Mulliken analysis of the wavefunction, the atomic charges in e read: number 1, Sc, carries 0.095; number 2, N, carries -0.266; number 3, C, carries 0.228; number 4, C, carries -0.807; number 5, C, carries -0.588; number 6, C, carries -0.682; number 7, C, carries -0.554; number 8, C, carries 0.413; number 9, S, carries -0.048; number 10, N, carries 0.245; number 11, C, carries 0.418; number 12, C, carries 0.166; number 13, C, carries -0.954; number 14, C, carries -0.661; number 15, C, carries -0.801; number 16, C, carries -0.118; number 17, N, carries 0.462; number 18, H, carries 0.320; number 19, H, carries 0.291; number 20, H, carries 0.378; number 21, H, carries 0.410; number 22, H, carries 0.508; number 23, H, carries 0.538; number 24, H, carries 0.470; number 25, H, carries 0.352; number 26, H, carries 0.346; number 27, C, carries -1.393; number 28, C, carries 0.777; number 29, C, carries -1.580; number 30, O, carries -0.086; number 31, P, carries -1.513; number 32, O, carries 2.789; number 33, C, carries -0.649; number 34, P, carries -0.221; number 35, O, carries -0.560; number 36, O, carries 0.353; number 37, C, carries 0.567; number 38, C, carries -1.314; number 39, C, carries -1.052; number 40, O, carries -0.185; number 41, C, carries 0.464; number 42, C, carries -0.995; number 43, C, carries -1.447; number 44, O, carries 0.039; number 45, C, carries 0.726; number 46, C, carries -1.548; number 47, C, carries -1.037; number 48, H, carries 0.303; number 49, H, carries 0.316; number 50, H, carries 0.450; number 51, H, carries -0.042; number 52, H, carries 0.329; number 53, H, carries 0.454; number 54, H, carries 0.414; number 55, H, carries 0.354; number 56, H, carries 0.582; number 57, H, carries 0.268; number 58, H, carries 0.296; number 59, H, carries 0.520; number 60, H, carries 0.111; number 61, H, carries 0.065; number 62, H, carries 0.234; number 63, H, carries 0.462; number 64, H, carries 0.331; number 65, H, carries 0.133; number 66, H, carries 0.271; number 67, H, carries 0.485; number 68, H, carries 0.197; number 69, H, carries 0.518; number 70, H, carries 0.303; number 71, H, carries 0.437; number 72, H, carries 0.326; number 73, H, carries 0.438; number 74, H, carries 0.330; number 75, H, carries 0.095; number 76, H, carries -0.074; number 77, H, carries 0.545; number 78, Se, carries -0.507; number 79, Te, carries 0.114; number 80, Te, carries -0.022; number 81, Se, carries -0.534; number 82, O, carries -1.028; number 83, C, carries 0.650; number 84, O, carries -0.606; number 85, C, carries 0.007; number 86, N, carries 0.036; number 87, C, carries -0.585; number 88, C, carries -0.594; number 89, C, carries -0.622; number 90, H, carries 0.335; number 91, H, carries 0.190; number 92, H, carries 0.364; number 93, H, carries 0.398; number 94, H, carries 0.377; number 95, H, carries 0.255; number 96, H, carries 0.347; number 97, H, carries 0.532; number 98, H, carries 0.148